37
Properties=species:S:1:pos:R:3:mulliken_charge:R:1 method="wB97M-V/def2-TZVPD" energy_ev=-30510.93600 total_charge=-1 de_lowest_kj_mol=226.7 orbital_gap_ev=10.2
N 5.264 -30.453 -8.511 1.022
O 5.365 -29.562 -9.350 -0.631
O 4.422 -31.355 -8.646 -1.089
O 6.202 -30.746 -7.789 -0.249
O 1.813 -30.928 -7.956 -0.652
H 2.755 -30.981 -8.090 0.381
H 1.671 -30.512 -7.127 0.260
O 5.558 -27.657 -7.179 -0.650
H 5.940 -28.165 -7.865 0.338
H 4.839 -28.257 -6.867 0.327
O 7.953 -28.762 -8.503 -0.632
H 7.105 -29.165 -8.240 0.148
H 8.644 -29.253 -8.163 0.326
O 6.045 -26.947 -10.539 -0.603
H 5.734 -27.721 -10.173 0.416
H 5.323 -26.620 -11.103 0.336
O 8.478 -32.061 -8.587 -0.701
H 7.657 -31.713 -8.228 0.285
H 8.280 -32.071 -9.508 0.350
O 2.840 -29.475 -10.564 -0.618
H 3.787 -29.647 -10.358 0.239
H 2.763 -29.311 -11.451 0.340
O 7.943 -29.927 -5.644 -0.647
H 8.120 -29.038 -5.928 0.327
H 7.199 -30.142 -6.138 0.316
O 4.419 -32.574 -6.027 -0.750
H 4.536 -32.242 -6.925 0.413
H 4.548 -31.717 -5.557 0.365
O 5.445 -28.983 -12.437 -0.648
H 4.993 -29.729 -11.978 0.336
H 6.382 -29.059 -12.229 0.307
O 4.460 -31.595 -11.483 -0.642
H 3.535 -31.764 -11.640 0.336
H 4.620 -31.640 -10.569 0.303
O 7.047 -33.080 -6.284 -0.685
H 7.475 -32.910 -7.112 0.306
H 6.140 -32.845 -6.351 0.420


32
Properties=species:S:1:pos:R:3:mulliken_charge:R:1 method="wB97M-V/def2-TZVPD" energy_ev=-20265.54445 total_charge=+1 de_lowest_kj_mol=553.5 orbital_gap_ev=10.5
N -0.123 0.263 0.620 -0.079
H 0.385 1.038 0.651 0.308
H 0.317 -0.543 0.303 0.121
H -0.721 0.523 -0.115 0.250
H -0.642 0.102 1.365 0.338
O 2.343 1.576 2.085 -0.684
H 2.459 0.897 2.759 0.327
H 3.112 1.447 1.366 0.360
O 1.081 4.061 -0.601 -0.522
H 0.625 3.941 -1.292 0.217
H 0.450 3.951 -0.001 0.348
O -2.116 0.420 -2.585 -0.619
H -1.955 1.226 -3.079 0.328
H -2.936 0.724 -2.032 0.294
O 1.241 0.422 -2.221 -0.578
H 2.023 -0.031 -2.254 0.280
H 0.641 0.149 -2.950 0.300
O -2.728 -1.365 1.126 -0.594
H -2.534 -2.163 0.586 0.333
H -3.613 -1.039 0.979 0.287
O 0.298 -2.726 1.889 -0.650
H 0.031 -3.625 1.963 0.300
H -0.013 -2.583 2.814 0.289
O -0.039 -2.314 -1.335 -0.506
H -0.587 -2.771 -1.844 0.237
H 0.727 -2.124 -1.956 0.273
O 2.529 -2.961 0.316 -0.470
H 1.884 -2.913 0.831 0.285
H 2.888 -3.728 0.244 0.270
O -1.321 3.434 0.512 -0.662
H -1.494 3.441 1.504 0.330
H -2.228 3.261 0.343 0.288


32
Properties=species:S:1:pos:R:3:mulliken_charge:R:1 method="wB97M-V/def2-TZVPD" energy_ev=-20270.53112 total_charge=+1 de_lowest_kj_mol=72.4 orbital_gap_ev=11.7
N -0.110 -0.637 0.717 -0.134
H -0.887 -0.609 0.031 0.177
H 0.052 -1.628 0.957 0.390
H -0.302 -0.012 1.498 0.376
H 0.709 -0.354 0.189 0.319
O -1.127 -2.455 -2.126 -0.667
H -1.156 -2.914 -3.012 0.296
H -1.811 -1.773 -2.215 0.318
O -0.172 1.436 2.629 -0.664
H -0.330 1.824 3.530 0.342
H -0.886 1.868 2.131 0.339
O -0.227 0.119 -1.815 -0.567
H -0.191 -0.313 -2.694 0.290
H -0.566 1.014 -1.927 0.278
O -2.409 2.368 0.700 -0.713
H -3.146 2.774 0.234 0.291
H -1.576 2.869 0.596 0.264
O 0.837 -3.658 -0.344 -0.593
H 0.645 -4.555 -0.055 0.339
H 0.118 -3.559 -0.997 0.318
O -2.818 -0.497 -0.063 -0.663
H -3.495 -0.778 0.559 0.323
H -2.642 0.446 0.134 0.329
O 2.938 -1.247 0.213 -0.659
H 3.038 -1.433 -0.737 0.325
H 3.094 -2.034 0.687 0.272
O 0.405 3.007 -0.198 -0.525
H 0.716 3.853 -0.496 0.269
H 1.251 2.600 0.083 0.333
O 2.988 1.610 0.646 -0.637
H 3.219 0.642 0.653 0.334
H 3.843 2.028 0.491 0.302


33
Properties=species:S:1:pos:R:3:mulliken_charge:R:1 method="wB97M-V/def2-TZVPD" energy_ev=-22877.98024 total_charge=0 de_lowest_kj_mol=340.9 smiles=O.O.O.O.O.O.O.O.O.O.O orbital_gap_ev=10.2
O 3.783 -3.803 0.579 -0.647
H 3.593 -3.718 1.536 0.295
H 3.781 -2.849 0.391 0.399
O -3.554 0.586 -3.595 -0.574
H -4.396 0.731 -3.201 0.295
H -3.008 -0.022 -3.132 0.289
O -0.904 0.411 -4.318 -0.576
H -0.043 0.647 -4.622 0.287
H -1.116 -0.512 -4.173 0.281
O 0.833 -0.115 -2.282 -0.676
H 0.173 0.138 -1.651 0.317
H 0.735 -1.101 -2.346 0.328
O -2.577 -0.494 2.726 -0.601
H -3.382 -0.007 2.563 0.338
H -2.174 -0.375 1.867 0.276
O 1.388 2.594 3.546 -0.678
H 1.636 2.984 2.695 0.325
H 2.124 2.089 3.893 0.337
O 1.530 1.492 1.199 -0.634
H 1.152 1.877 2.079 0.387
H 0.680 1.438 0.748 0.273
O 3.299 0.352 -1.349 -0.603
H 2.331 0.553 -1.511 0.350
H 3.357 0.808 -0.497 0.284
O 3.363 -1.184 1.502 -0.637
H 4.200 -0.687 1.208 0.319
H 2.905 -0.488 1.975 0.258
O -4.330 1.817 1.861 -0.654
H -4.717 2.670 1.747 0.296
H -3.620 1.993 2.515 0.323
O -2.583 -1.895 -0.061 -0.591
H -2.493 -2.802 -0.389 0.302
H -3.508 -1.708 -0.249 0.311


33
Properties=species:S:1:pos:R:3:mulliken_charge:R:1 method="wB97M-V/def2-TZVPD" energy_ev=-22878.50659 total_charge=0 de_lowest_kj_mol=290.2 smiles=O.O.O.O.O.O.O.O.O.O.O orbital_gap_ev=11.2
H -0.962 -0.027 -1.022 0.250
H -0.008 1.082 -0.611 0.322
H -2.642 1.891 -0.079 0.326
H -3.690 2.959 -0.347 0.323
H -0.962 -2.248 -0.898 0.284
H -0.539 -1.576 -2.193 0.297
H -0.618 0.623 4.277 0.287
H -1.368 1.861 3.813 0.303
H 4.200 1.417 -0.648 0.336
H 4.861 0.082 -0.349 0.318
H 1.980 -0.483 0.688 0.289
H 2.511 0.462 -0.378 0.239
H -1.681 3.420 -0.527 0.312
H -0.681 4.520 -0.842 0.272
H -0.037 4.657 1.065 0.274
H 0.706 3.355 0.816 0.342
H 0.811 -2.718 0.731 0.284
H 0.657 -2.824 2.240 0.328
H 2.807 -3.532 -2.509 0.303
H 1.592 -3.573 -1.596 0.317
H -3.172 -3.590 -0.366 0.291
H -4.028 -4.709 0.204 0.318
O -0.648 0.457 -0.251 -0.629
O -3.403 2.326 0.321 -0.668
O -0.950 -2.378 -1.853 -0.547
O -0.880 1.099 3.481 -0.574
O 5.043 0.954 -0.716 -0.612
O 1.787 0.353 0.249 -0.554
O -1.082 3.727 -1.216 -0.584
O 0.681 4.114 1.409 -0.600
O 1.291 -2.970 1.528 -0.631
O 1.849 -3.429 -2.514 -0.607
O -3.655 -4.384 -0.623 -0.612


33
Properties=species:S:1:pos:R:3:mulliken_charge:R:1 method="wB97M-V/def2-TZVPD" energy_ev=-22876.05603 total_charge=0 de_lowest_kj_mol=526.6 smiles=O.O.O.O.O.O.O.O.O.O.O orbital_gap_ev=8.6
H -0.765 0.905 1.239 0.238
H -1.353 -0.134 0.183 0.259
H 2.856 -0.941 -1.935 0.324
H 3.901 -1.807 -2.725 0.260
H -4.900 0.684 2.800 0.319
H -3.447 0.531 3.299 0.307
H 1.140 2.464 -1.709 0.291
H 0.076 1.993 -0.883 0.246
H 2.896 -0.849 3.112 0.308
H 2.695 -0.263 1.598 0.329
H 0.813 3.925 1.619 0.304
H 0.010 2.650 1.346 0.235
H -3.366 1.714 -0.858 0.304
H -3.333 3.125 -0.741 0.310
H -0.160 -1.735 2.658 0.272
H 0.545 -2.963 2.372 0.279
H 3.316 1.188 -2.936 0.295
H 2.575 1.092 -1.483 0.412
H 1.078 -2.912 -0.964 0.292
H 1.727 -1.692 -0.905 0.210
H -2.757 -4.241 -1.367 0.326
H -4.029 -3.525 -1.703 0.310
O -0.561 0.388 0.460 -0.473
O 2.955 -1.655 -2.492 -0.535
O -4.251 1.098 3.338 -0.626
O 0.957 1.723 -1.223 -0.584
O 3.279 -0.473 2.290 -0.638
O 0.206 3.447 1.009 -0.558
O -3.944 2.481 -1.000 -0.607
O 0.266 -2.106 1.876 -0.524
O 3.427 1.169 -2.001 -0.692
O 1.265 -2.164 -1.547 -0.559
O -3.538 -3.809 -0.961 -0.636


33
Properties=species:S:1:pos:R:3:mulliken_charge:R:1 method="wB97M-V/def2-TZVPD" energy_ev=-22874.56163 total_charge=0 de_lowest_kj_mol=670.8 orbital_gap_ev=8.0
H 0.265 0.795 -0.880 0.262
H -0.340 -0.522 -1.337 0.312
H 0.617 -3.458 -1.457 0.273
H 0.760 -1.966 -1.706 0.292
H -4.773 1.485 -1.358 0.300
H -3.716 1.361 -2.444 0.303
H 0.583 -0.173 3.171 0.257
H 0.134 -1.602 2.913 0.289
H -1.773 -0.398 2.450 0.385
H -1.333 1.034 2.708 0.271
H -0.550 3.626 0.412 0.295
H -1.182 3.476 -0.962 0.309
H -2.070 -0.305 -1.246 0.142
H -2.691 -0.737 0.072 0.330
H 3.123 -0.823 -1.893 0.301
H 3.970 0.410 -2.162 0.284
H -3.701 -2.403 -0.303 0.357
H -2.566 -2.532 0.701 0.310
H 3.297 -0.414 1.035 0.303
H 4.425 -1.430 1.104 0.280
H 4.183 1.654 0.885 0.328
H 3.223 2.701 0.344 0.293
O 0.251 -0.146 -0.674 -0.585
O 0.393 -2.600 -1.080 -0.551
O -3.930 1.855 -1.644 -0.604
O -0.199 -0.699 2.968 -0.607
O -2.118 0.477 2.659 -0.612
O -1.062 4.109 -0.246 -0.601
O -2.520 -1.046 -0.825 -0.504
O 4.038 -0.533 -1.975 -0.592
O -2.778 -2.673 -0.229 -0.627
O 4.252 -0.497 0.934 -0.618
O 3.788 1.972 0.065 -0.575


33
Properties=species:S:1:pos:R:3:mulliken_charge:R:1 method="wB97M-V/def2-TZVPD" energy_ev=-22868.91171 total_charge=+1 spin_multiplicity=2 de_lowest_kj_mol=148.5 orbital_gap_ev="9.7 / 2.6"
O 0.436 0.698 0.133 -0.639
H -0.489 0.921 0.238 0.202
H 0.539 0.534 -0.804 0.326
O -1.790 -0.826 -1.961 -0.648
H -2.724 -0.721 -2.139 0.274
H -1.637 -1.768 -2.028 0.311
O 1.370 -2.202 1.449 -0.452
H 0.469 -1.942 1.258 0.347
H 1.449 -2.117 2.399 0.354
O 3.711 -1.291 -1.566 -0.517
H 3.594 -1.836 -2.345 0.310
H 2.823 -1.148 -1.238 0.415
O 3.134 1.152 -0.099 -0.468
H 3.363 2.054 0.127 0.365
H 2.220 1.061 0.171 0.373
O -1.709 -1.590 0.784 -0.639
H -2.023 -2.488 0.685 0.291
H -1.929 -1.166 -0.046 0.413
O -2.900 0.948 1.780 -0.685
H -2.258 0.239 1.801 0.300
H -3.743 0.512 1.902 0.307
O 0.999 -1.621 -1.766 -0.484
H 0.095 -1.897 -1.617 0.140
H 1.066 -1.522 -2.716 0.300
O 1.221 0.707 2.701 -0.434
H 0.913 0.643 1.797 0.479
H 1.864 1.416 2.687 0.372
O -2.372 3.479 2.125 -0.624
H -2.332 2.540 1.945 0.427
H -3.116 3.578 2.718 0.300
O -0.086 1.374 -2.434 -0.594
H -0.569 0.608 -2.744 0.269
H 0.411 1.670 -3.196 0.310


39
Properties=species:S:1:pos:R:3:mulliken_charge:R:1 method="wB97M-V/def2-TZVPD" energy_ev=-46583.90955 total_charge=+1 orbital_gap_ev=3.1
Tl 6.730 -16.551 23.983 0.993
S 5.008 -22.405 21.756 1.309
O 5.892 -23.491 21.359 -0.335
O 4.561 -21.502 20.692 -0.367
O 3.808 -23.027 22.338 -0.293
O 5.645 -21.573 22.851 -0.330
O 3.400 -17.111 20.341 -0.659
H 3.246 -18.050 20.247 0.316
H 2.541 -16.746 20.554 0.343
O 2.409 -18.557 24.808 -0.639
H 1.855 -18.640 25.584 0.332
H 2.149 -19.288 24.248 0.312
O 1.736 -26.846 21.571 -0.614
H 1.821 -27.387 22.356 0.328
H 2.081 -25.991 21.830 0.287
O 10.784 -22.586 21.393 -0.630
H 11.309 -23.045 20.737 0.330
H 9.979 -23.099 21.458 0.301
O 7.362 -23.416 26.349 -0.612
H 7.764 -24.103 25.818 0.323
H 7.080 -22.756 25.715 0.291
O 4.357 -22.144 15.911 -0.619
H 4.530 -22.305 16.839 0.293
H 4.226 -21.198 15.852 0.324
O 6.363 -27.860 17.072 -0.619
H 7.022 -28.434 17.462 0.322
H 6.363 -27.081 17.629 0.298
O 6.832 -27.872 22.530 -0.618
H 6.179 -28.415 22.089 0.324
H 6.923 -27.102 21.969 0.295
O -0.451 -21.809 22.648 -0.621
H 0.402 -22.197 22.453 0.296
H -1.085 -22.438 22.304 0.326
O 1.976 -24.016 26.179 -0.612
H 1.134 -23.704 25.849 0.323
H 2.566 -23.952 25.427 0.295
O 3.550 -17.541 15.762 -0.623
H 2.855 -16.982 15.413 0.321
H 3.664 -17.246 16.665 0.308


34
Properties=species:S:1:pos:R:3:mulliken_charge:R:1 method="wB97M-V/def2-TZVPD" energy_ev=-22885.69436 total_charge=+1 de_lowest_kj_mol=652.2 orbital_gap_ev=11.1
O -2.434 0.446 -0.082 -0.592
H -1.211 -2.404 0.678 0.238
H 0.170 -1.259 1.715 0.561
O -0.179 1.580 2.670 -0.594
H -3.298 0.156 -0.133 0.307
H -0.010 -2.583 -0.097 0.329
O -2.827 -1.736 -1.550 -0.637
H 0.613 -0.447 -1.700 0.252
H 0.598 4.163 -0.999 0.349
O -2.774 3.706 0.014 -0.679
H -2.956 3.294 -0.886 0.355
H 0.675 -0.483 3.278 0.361
O 0.550 -1.550 -3.820 -0.610
H 1.235 2.934 -0.706 0.267
H -0.199 2.462 3.146 0.306
O 1.475 -3.982 -0.158 -0.591
H 2.401 -3.883 -0.035 0.287
H -2.464 1.429 0.015 0.205
O -0.388 -2.229 0.778 -0.477
H -2.515 -1.941 -2.428 0.319
O 0.899 -0.649 2.402 -0.462
H -2.411 -1.199 -0.929 0.395
H 0.243 1.989 1.790 0.309
O 2.660 1.248 2.172 -0.591
H 1.405 0.158 2.054 0.443
H 3.361 0.973 2.511 0.206
O 1.198 -0.136 -1.008 -0.486
H 2.807 2.090 1.464 0.351
H 1.953 -0.552 -0.953 0.228
O 1.523 3.840 -0.677 -0.622
H -3.454 3.102 0.635 0.337
H 1.580 -4.982 -0.414 0.308
H 0.825 -1.131 -4.651 0.314
H 0.949 -2.425 -4.098 0.317


34
Properties=species:S:1:pos:R:3:mulliken_charge:R:1 method="wB97M-V/def2-TZVPD" energy_ev=-22890.78436 total_charge=+1 de_lowest_kj_mol=161.1 orbital_gap_ev=11.3
O 2.546 -1.172 0.089 -0.479
H 2.455 -1.977 -0.463 0.420
H 1.612 -0.762 0.035 0.492
O -1.394 4.487 0.146 -0.616
H -1.089 4.401 -0.762 0.308
H -0.985 3.698 0.524 0.315
O 2.449 -3.205 -1.787 -0.657
H 2.591 -3.554 -2.669 0.290
H 2.578 -3.947 -1.187 0.308
O 0.423 -0.128 -0.948 -0.737
H 0.379 -0.695 -1.729 0.284
H 0.508 0.782 -1.295 0.331
O 0.115 -2.042 0.949 -0.570
H -0.270 -2.823 1.357 0.298
H -0.693 -1.598 0.606 0.388
O -2.176 -0.763 0.105 -0.625
H -2.373 -0.404 -0.765 0.256
H -2.892 -0.412 0.651 0.309
O 2.926 -2.030 2.305 -0.557
H 2.808 -1.453 1.188 0.520
O -4.146 1.388 0.924 -0.633
H -4.570 1.224 1.770 0.312
H -3.855 2.308 0.960 0.323
O 2.737 0.754 3.348 -0.590
H 3.149 1.502 2.899 0.306
H 2.522 1.112 4.217 0.296
O -0.373 2.108 -2.215 -0.676
H -1.311 1.868 -2.294 0.364
H -0.277 2.817 -2.864 0.305
O -2.890 0.658 -2.647 -0.638
H -2.912 0.489 -3.594 0.289
H -3.816 0.651 -2.391 0.308
H 2.402 -1.445 2.892 0.357
H 3.820 -1.837 2.647 0.401


35
Properties=species:S:1:pos:R:3:mulliken_charge:R:1 method="wB97M-V/def2-TZVPD" energy_ev=-24945.14965 total_charge=-1 de_lowest_kj_mol=275.8 orbital_gap_ev=9.9
O 0.829 -2.463 2.196 -0.670
H 1.594 -2.206 2.761 0.294
H 0.196 -1.824 2.682 0.360
O -2.771 -2.927 2.022 -0.630
H -1.956 -2.514 1.888 0.349
H -3.420 -2.287 1.828 0.288
O 1.511 0.473 -4.297 -0.684
H 2.314 1.072 -3.907 0.309
O -1.001 2.852 -2.148 -0.644
H -1.413 2.159 -1.641 0.347
H -0.244 2.533 -2.579 0.296
O -0.884 0.548 0.894 -0.998
H -1.099 1.339 1.216 0.120
H -1.404 0.433 -0.505 0.388
O 0.344 -1.515 -1.979 -0.892
H 0.522 -1.084 -1.027 0.400
H 1.026 -0.008 -3.675 0.367
O 1.338 -0.263 0.154 -0.888
H 1.386 -1.096 0.741 0.377
H 0.468 0.061 0.379 0.620
O -1.671 0.212 -1.491 -0.751
H -2.448 -0.154 -1.432 0.249
H -0.456 -1.002 -2.099 0.465
O 2.627 2.579 0.860 -0.718
H 2.042 1.831 0.818 0.325
H 3.484 2.185 0.740 0.294
O 0.103 -3.864 -0.491 -0.712
H 0.386 -3.088 -1.040 0.430
H 0.021 -3.404 0.389 0.297
O 0.391 4.249 0.275 -0.634
H 0.125 4.435 -0.626 0.316
H 1.191 3.681 0.174 0.348
O -0.863 -0.589 3.094 -0.668
H -0.635 -0.038 2.315 0.410
H -1.634 -0.317 3.513 0.241